# 1
ORCA calculation (the ωB97M-V functional and the def2-TZVPD basis) on a structure of composition Hg2I.

Positions of all 3 atoms, in Å:
Hg  3.42  -1.23  2.25
Hg  -2.93  1.23  -2.83
I  -0.50  0.00  0.58

multiplicity: 1
charge: +3
E: -16408.4973 eV
max |F|: 0.3 eV/Å
gap between HOMO and LUMO: 3.387 eV
energy above the lowest of the compared OMol25 structures with the same formula, charge and spin: 253.16 kJ/mol
highest occupied orbital energy: -21.12 eV
LUMO level: -17.73 eV

Per-atom Mulliken charges, elementary charge units: atom 1 (Hg): 1.2568, atom 2 (Hg): 1.2481, atom 3 (I): 0.4952

***

# 2
ORCA calculation (the ωB97M-V functional and the def2-TZVPD basis) on a structure of composition C8H21F3MgN8O2 in a non-equilibrium geometry.

Positions of all 43 atoms, in Å:
Mg  -0.28  0.30  0.34
F  0.10  -0.03  -1.54
F  -0.46  -2.16  -1.58
F  0.65  -1.35  0.14
O  -1.28  1.97  0.58
O  -0.47  3.89  0.04
N  3.03  1.81  -0.43
N  2.91  0.44  -0.17
N  -0.32  2.70  0.25
N  2.15  3.92  -0.44
N  -3.19  -3.66  3.20
N  -0.46  -0.01  2.48
N  0.83  2.03  0.16
N  -2.27  -0.50  -0.01
C  0.67  -1.40  -1.37
C  -3.00  -1.29  1.01
C  1.99  2.62  -0.25
C  -1.50  -0.88  3.08
C  -2.49  -2.75  0.97
C  -2.01  -3.31  2.30
C  -1.05  -2.36  3.00
C  -2.85  -0.62  2.38
H  -3.83  -4.29  2.72
H  -1.50  -4.26  2.13
H  -3.70  -2.82  3.46
H  -2.78  0.36  -0.17
H  -0.82  -2.74  4.00
H  0.44  -0.22  2.92
H  -3.67  -0.92  3.04
H  3.90  2.18  -0.77
H  -0.12  -2.41  2.43
H  -1.62  -0.61  4.13
H  -2.30  -1.00  -0.89
H  3.71  0.12  0.36
H  2.84  -0.09  -1.04
H  -0.67  0.95  2.74
H  3.03  4.31  -0.75
H  -1.62  -2.80  0.31
H  -2.87  -4.12  4.06
H  1.34  4.52  -0.39
H  -3.24  -3.41  0.53
H  -4.07  -1.29  0.77
H  -2.96  0.46  2.25

multiplicity: 1
charge: +2
E: -38234.8224 eV
max |F|: 2.5 eV/Å
gap between HOMO and LUMO: 8.267 eV
energy above the lowest of the compared OMol25 structures with the same formula, charge and spin: 63.98 kJ/mol
highest occupied orbital energy: -14.44 eV
LUMO level: -6.18 eV

Mulliken atomic charge list, values in e, 6 entries: atom 1 (Mg): 1.7256, atom 2 (F): -0.2167, atom 3 (F): -0.0939, atom 4 (F): -0.1907, atom 5 (O): -0.7128, atom 6 (O): -0.6820